(1)
C8H24O4 | ωB97M-V/def2-TZVPD

Structure (XYZ):
```
36
Properties=species:S:1:pos:R:3:forces:R:3:mulliken_charge:R:1
C 10.34119 -10.15509 -5.12466 -0.1 0.0 0.6 -0.85
C 10.84257 -9.15315 -4.10242 -1.4 0.7 0.3 -0.34
O 10.52031 -9.68617 -2.78704 1.3 0.4 -0.4 -0.57
H 9.32859 -10.43131 -4.82763 0.0 -0.2 0.0 0.30
H 10.98623 -11.03201 -5.06320 -0.1 -0.1 -0.3 0.02
H 10.26107 -9.78215 -6.14352 0.4 0.1 0.0 0.37
H 10.26683 -8.21642 -4.11299 0.1 0.0 -0.6 0.39
H 11.88880 -8.86232 -4.24593 0.1 -0.4 0.3 0.34
H 10.71910 -8.93678 -2.18674 -0.3 -0.4 0.0 0.40
C 10.90256 -9.41586 0.50966 0.2 -0.3 0.4 -0.97
C 10.37094 -8.02380 0.38673 -0.8 1.1 -1.2 -0.28
O 10.70536 -7.48806 -0.92555 0.5 -0.5 0.1 -0.58
H 10.68348 -9.77120 1.51923 0.3 0.0 0.0 0.39
H 11.97934 -9.39695 0.32972 0.0 -0.1 0.2 0.24
H 10.48748 -10.17278 -0.15316 -0.3 0.4 -0.3 0.29
H 10.78762 -7.35626 1.14405 0.1 -0.2 0.1 0.33
H 9.27861 -7.94165 0.41056 0.0 -0.4 0.6 0.28
H 10.46263 -6.56221 -0.98123 -0.1 0.1 0.1 0.27
C 14.06478 -12.93641 -1.56762 -0.9 -0.2 -0.1 -1.25
C 12.79633 -12.10753 -1.72950 0.0 1.3 0.0 -0.03
O 13.14274 -10.96764 -2.54833 -0.1 -0.3 -0.3 -0.68
H 14.37416 -13.33284 -2.53284 0.0 -0.1 0.0 0.35
H 13.84297 -13.77268 -0.90281 0.2 0.0 0.0 0.39
H 14.88707 -12.34245 -1.17792 -0.1 0.1 0.2 0.28
H 12.42567 -11.70269 -0.78488 0.3 -0.2 0.4 0.23
H 11.91758 -12.61513 -2.13813 0.4 -0.4 -0.3 0.29
H 12.33621 -10.48523 -2.81612 0.1 -0.4 0.5 0.35
C 14.07663 -13.50575 -6.65697 0.5 0.4 -0.7 -1.37
C 13.52034 -12.55238 -5.62174 0.4 -0.8 0.1 0.26
O 14.56874 -12.05732 -4.81036 -0.1 -0.2 0.3 -0.55
H 14.86362 -13.01371 -7.23915 -0.1 0.1 0.0 0.31
H 13.28918 -13.77992 -7.36206 0.0 -0.2 0.1 0.36
H 14.54086 -14.40099 -6.24506 -0.2 0.0 0.3 0.34
H 12.82566 -13.17374 -5.04082 -0.3 0.5 0.2 0.21
H 13.01636 -11.72160 -6.12106 -0.3 -0.1 0.0 0.17
H 14.18514 -11.80708 -3.94833 0.1 0.3 -0.4 0.30
```
Forces are in eV/Å.

## Properties
**Relative energy (zero: lowest compared OMol25 entry of this formula, charge and spin)**: 41.4 kJ/mol
**SMILES**: CCO.CCO.CCO.CCO
**LUMO energy**: 0.58 eV
**HOMO-LUMO gap**: 10.205 eV

(2)
C18H21N3OS | ωB97M-V/def2-TZVPD

Structure (XYZ):
```
44
Properties=species:S:1:pos:R:3:forces:R:3:mulliken_charge:R:1
C -4.31499 2.59555 -1.53947 -0.1 0.1 -0.3 -1.20
C -3.35344 2.17852 -0.41397 -2.0 -1.7 1.0 -0.06
C -3.83534 0.84053 0.43105 3.3 0.8 -2.6 -0.89
S -2.54543 0.11164 1.61052 -1.3 1.0 -0.5 -0.12
C -1.80799 -1.13203 0.60691 3.0 0.4 -1.0 0.40
N -2.49142 -1.96751 -0.10347 -1.4 -2.3 -1.2 -0.64
C -1.91744 -2.93315 -0.91579 2.7 2.5 1.4 -0.34
C -0.51033 -2.85797 -1.09645 -3.4 -2.7 -0.8 -0.59
C 0.21790 -1.94000 -0.38417 1.6 -0.5 -1.2 -0.02
C -0.33710 -1.07998 0.48165 -2.2 2.0 2.0 0.21
C 0.42068 -0.07993 1.42606 2.0 -0.1 -2.5 0.23
O 0.36180 -0.13537 2.60511 -1.5 -1.1 3.1 -0.60
N 1.37684 0.78550 0.93058 -0.4 -0.7 0.1 0.36
C 1.53100 1.05262 -0.48356 -0.8 2.9 0.2 -0.72
C 2.27037 2.51418 -0.48066 -0.3 -1.2 -0.6 -0.59
C 2.50678 2.87762 1.01380 -1.5 -1.2 -0.1 -0.93
C 2.27345 1.54835 1.85656 1.2 -0.5 -0.9 -0.02
C 3.57105 0.65265 2.15147 1.5 1.9 -0.2 0.27
C 4.83521 0.82308 1.51524 -1.8 0.3 -1.0 -0.32
C 6.02072 0.20543 1.85221 -0.3 0.2 -2.2 -0.33
N 6.11242 -0.53223 2.88515 -2.1 -3.2 5.0 -0.60
C 4.95583 -0.74418 3.64250 -1.1 1.2 -1.1 -0.25
C 3.66023 -0.13664 3.27078 1.9 -1.3 1.7 -0.38
H -4.70683 1.73838 -2.09044 0.2 0.0 -0.2 0.33
H -5.20158 3.09536 -1.13869 0.1 0.0 0.0 0.31
H -3.82990 3.31194 -2.26087 -0.4 -0.8 0.7 0.32
H -2.41450 1.96180 -0.83641 1.4 -0.1 -0.2 0.10
H -3.35865 3.00892 0.26194 0.7 0.4 0.6 0.31
H -4.02906 0.07678 -0.32330 -0.3 -0.1 0.3 0.37
H -4.66599 1.11304 0.96544 -2.1 0.2 1.4 0.55
H -2.45210 -3.73726 -1.41047 -0.6 0.5 0.2 0.37
H -0.12774 -3.68736 -1.74930 0.3 1.3 0.7 0.31
H 1.25109 -1.96522 -0.66557 0.8 0.4 0.6 0.51
H 1.86278 0.24460 -1.12946 1.2 0.0 0.3 0.36
H 0.52077 1.20615 -0.85772 -0.2 0.2 -0.2 0.20
H 3.22466 2.40918 -0.94965 0.6 -0.1 -0.6 0.24
H 1.70705 3.30397 -1.08816 0.6 -1.2 1.1 0.33
H 3.46800 3.32581 1.25806 -0.1 0.2 -0.2 0.43
H 1.65314 3.54783 1.19492 0.6 0.0 0.8 0.39
H 1.89426 1.78269 2.88981 -0.3 -0.4 -1.4 0.42
H 4.85497 1.40400 0.63491 0.0 0.8 -1.0 0.29
H 6.89558 0.09158 1.17454 -0.6 1.1 0.4 0.34
H 4.92758 -1.39467 4.58386 0.7 1.0 -1.6 0.29
H 2.80946 -0.20043 3.95824 0.3 -0.4 -0.3 0.35
```
Forces are in eV/Å.

## Properties
**Relative energy (zero: lowest compared OMol25 entry of this formula, charge and spin)**: 429.5 kJ/mol
**SMILES**: CCCSc1ncccc1C(=O)N1CCC[C@@H]1c1ccncc1
**LUMO energy**: 0.45 eV
**HOMO-LUMO gap**: 8.999 eV

Q: Which value of relative energy (zero: lowest compared OMol25 entry of this formula, charge and spin) does entry 1 give?
A: 41.4 kJ/mol